# 1
CH6NaO6 | wB97M-V/def2-TZVPD

## Properties
- Spin multiplicity: 2
- <S²>: 0.759
- Gap between HOMO and LUMO (alpha / beta): 8.5234 / 8.0974 eV
- Calculated total energy: -17835.9759 eV
- Charge: 0
- E_LUMO (alpha / beta): -0.5 / -0.6 eV
- Highest occupied orbital energy (alpha / beta): -9.05 / -8.73 eV

```
14
Properties=species:S:1:pos:R:3:mulliken_charge:R:1
Na -0.41181 -0.21360 0.37696 0.7260
C 0.07465 2.09277 -1.44096 0.8649
O 0.78490 1.10661 -1.55961 -0.5854
O 0.36235 3.22738 -1.75598 -0.5382
O -1.03576 1.83531 -0.98251 -0.5911
O 1.63626 -1.65712 -0.04812 -0.6019
H 1.34873 -1.34243 -0.90516 0.3512
H 1.91289 -2.56005 -0.20442 0.3020
O 0.57572 1.12095 2.33322 -0.5498
H 0.60385 2.07409 2.24973 0.3140
H 0.60112 0.96184 3.27676 0.2825
O -1.86716 -2.03100 -0.25157 -0.5713
H -2.74658 -1.70894 -0.44939 0.3180
H -1.83919 -2.90585 -0.63899 0.2791
```

***

# 2
CH6O12V3 | wB97M-V/def2-TZVPD

## Properties
- Gap between HOMO and LUMO: 9.0679 eV
- Calculated total energy: -102761.3846 eV
- Charge: +1
- E_LUMO: -5.4 eV
- Highest occupied orbital energy: -14.48 eV

```
22
Properties=species:S:1:pos:R:3:mulliken_charge:R:1
O -1.29096 -2.40809 -2.65734 -0.4676
V -0.32326 -1.18542 -2.59766 1.2995
O 0.69302 -1.19908 -3.78906 -0.4597
O -3.96695 0.43403 0.06830 -0.4758
V -2.61244 0.89417 0.72382 1.3199
O -2.92718 1.90368 1.93403 -0.4764
O 2.98427 2.42723 -0.72416 -0.3868
V 1.49685 2.39323 -0.14883 1.0888
O 1.44351 3.67388 0.86877 -0.4688
C -0.26968 0.48289 -0.49477 1.9872
O 0.73707 0.57584 -1.26718 -0.8514
O -1.29124 -0.18528 -0.84163 -0.8505
O -0.43243 1.32882 0.41371 -0.8633
O -1.94274 -1.04299 1.92259 -0.4337
H -2.01029 -1.29348 2.85540 0.3295
H -1.26855 -1.61902 1.54401 0.2871
O 2.32308 1.12644 1.52641 -0.3752
H 2.57405 1.19554 2.45807 0.3261
H 2.20610 0.18393 1.35921 0.2732
O 1.14565 -2.42828 -1.38624 -0.4523
H 1.17374 -3.34847 -1.08449 0.3511
H 1.55840 -1.90956 -0.68297 0.2992
```

***

# 3
CH6O4 | wB97M-V/def2-TZVPD

## Properties
- Spin multiplicity: 2
- <S²>: 0.755
- Gap between HOMO and LUMO (alpha / beta): 5.0718 / 5.1221 eV
- Calculated total energy: -9307.3813 eV
- Charge: +1
- E_LUMO (alpha / beta): -11.1 / -11.1 eV
- Highest occupied orbital energy (alpha / beta): -16.21 / -16.24 eV

```
11
Properties=species:S:1:pos:R:3:mulliken_charge:R:1
O -1.50840 -0.73064 -0.13327 -0.2186
C -1.16376 -0.40515 1.08418 0.1261
O -0.06246 0.51798 1.13270 -0.3170
H -1.91925 0.12416 1.70022 0.3663
H 0.67870 0.12560 0.63381 0.3987
H 1.01368 0.50768 -1.40780 0.4524
H -0.92507 -1.26586 1.75263 0.4253
O 0.10445 0.69470 -1.76561 -0.5000
H -0.62649 0.38566 -1.13914 0.3557
H 3.14182 -0.37856 -0.08194 0.3597
O 2.18571 -0.12201 -0.18460 -0.4488
```

***

# 4
CH6OP2S | wB97M-V/def2-TZVPD

## Properties
- Gap between HOMO and LUMO: 8.3293 eV
- Calculated total energy: -32593.1684 eV
- Charge: 0
- E_LUMO: -0.2 eV
- Highest occupied orbital energy: -8.56 eV

```
11
Properties=species:S:1:pos:R:3:mulliken_charge:R:1
C -0.53718 1.30953 -0.76462 -0.9364
O 1.65462 -1.04793 0.61833 -0.4135
P 0.44521 -1.83449 -0.12251 0.0823
P -1.09713 -0.22045 0.10876 0.1810
S -2.89434 -0.89746 -0.36065 -0.3769
H 0.40213 1.47468 -0.28631 0.3562
H -0.46233 1.25220 -1.89577 0.2943
H -1.19443 2.06944 -0.37084 0.3280
H 2.35805 -1.68043 0.64398 0.3220
H -0.22962 -2.74133 1.49124 0.0454
H -0.91030 0.39847 1.50948 0.1177
```

***

# 5
CH6OS | wB97M-V/def2-TZVPD

## Properties
- Gap between HOMO and LUMO: 9.6596 eV
- Calculated total energy: -14016.0525 eV
- Charge: 0
- Structure (SMILES): CS.O
- E_LUMO: 0.7 eV
- Highest occupied orbital energy: -8.99 eV

```
9
Properties=species:S:1:pos:R:3:mulliken_charge:R:1
C 0.02172 0.36315 0.84746 -0.6504
S -0.48533 1.17205 2.24914 -0.2309
H 0.44522 -0.70769 1.07164 0.2394
H -0.83989 0.42511 0.11245 0.2192
H 1.03208 0.63544 0.43991 0.3203
H -1.13463 2.29193 1.80227 0.1054
O 0.22670 -1.26660 -2.50515 -0.6265
H -0.37954 -1.50614 -1.82557 0.3107
H 1.11366 -1.40726 -2.19214 0.3128
```

***

# 6
CH6OS2 | wB97M-V/def2-TZVPD

## Properties
- Gap between HOMO and LUMO: 3.7254 eV
- Calculated total energy: -24845.5269 eV
- Charge: 0
- E_LUMO: -4.8 eV
- Highest occupied orbital energy: -8.49 eV

```
10
Properties=species:S:1:pos:R:3:mulliken_charge:R:1
C 1.09170 -0.40250 -1.53456 -0.5115
S 1.82255 0.45297 -0.23922 -0.0600
S -1.75939 1.03744 2.30238 -0.3086
H 0.78386 0.74766 0.65798 0.1002
H 1.72934 -1.34061 -1.40947 0.2992
H 1.16057 0.19346 -2.35612 0.2860
H -1.07999 1.99073 2.93312 0.1154
H -1.71586 -0.49073 0.39438 0.2535
H -0.59508 -0.91435 -0.52271 0.3852
O -1.43770 -1.27407 -0.22580 -0.5593
```

***

Asked for energy above the lowest of the compared OMol25 structures with the same formula, charge and spin across the records above, the calculation gives 8.5; 0.0; 157.9; 33.2; 18.3; 154.5 kcal/mol in order.